No. 1
A single C5H12NS molecule in a non-equilibrium geometry. Source: the Open Molecules 2025 dataset; level of theory: ωB97M-V/def2-TZVPD.

The geometry in XYZ format:
```
19
Properties=species:S:1:pos:R:3:mulliken_spin:R:1
C 0.668 0.623 -0.797 -0.01
N 0.272 -0.814 -0.368 0.03
C -1.104 -1.111 -1.029 0.07
C -1.906 -2.043 -0.189 -0.06
S -3.325 -0.915 0.218 0.94
C 1.179 1.655 0.184 0.00
C 1.495 1.243 1.499 0.00
H -0.050 1.071 -1.399 0.00
H 1.609 0.228 -1.433 0.00
H 0.427 -1.018 0.540 0.00
H -0.989 -1.714 -1.855 0.01
H -1.617 -0.001 -0.986 0.01
H -2.277 -3.021 -0.650 0.00
H -1.502 -2.259 0.735 0.01
H 0.399 2.490 0.233 0.00
H 1.951 2.347 -0.295 0.00
H 1.458 1.974 2.433 0.00
H 0.792 0.465 1.632 0.00
H 2.520 0.801 1.529 0.00
```

Electronic energy (eV): -17700.3043
Spin multiplicity: 2
Highest occupied orbital energy (alpha / beta) (eV): -8.6 / -8.7
Energy above the lowest of the compared OMol25 structures with the same formula, charge and spin (kcal/mol): 73.2
Orbital gap (alpha / beta) (eV): 9.6 / 7.1

No. 2
A single C26H32BrN5O4 molecule in a non-equilibrium geometry. Source: the Open Molecules 2025 dataset; level of theory: ωB97M-V/def2-TZVPD.

The geometry in XYZ format:
```
68
Properties=species:S:1:pos:R:3:mulliken_charge:R:1
N -0.721 2.654 0.545 -0.31
C -1.471 1.543 0.452 0.43
O -1.899 0.970 1.438 -0.66
C -1.745 1.041 -0.955 -1.03
C -1.208 -0.402 -1.080 -0.14
N -2.000 -1.253 -0.222 0.00
C -2.800 -2.231 -0.694 0.69
O -2.771 -2.631 -1.837 -0.70
C -3.772 -2.764 0.359 -1.42
C -4.937 -1.815 0.371 0.60
C -4.942 -0.699 1.203 -0.02
C -5.987 0.205 1.164 -0.74
C -7.033 -0.008 0.284 0.08
Br -8.477 1.238 0.225 -0.20
C -7.048 -1.107 -0.558 -0.53
C -5.996 -2.003 -0.510 -0.39
C 0.259 -0.487 -0.715 -0.29
C 0.772 -1.607 -0.057 -1.15
C 2.090 -1.681 0.321 -0.80
C 3.002 -0.635 0.075 1.06
N 4.271 -0.660 0.566 0.46
C 4.954 -1.892 0.886 -1.01
C 6.384 -1.816 0.349 -0.91
C 7.137 -0.625 0.951 -0.49
N 8.522 -0.652 0.520 0.00
C 9.460 0.133 1.302 -0.77
C 9.665 1.479 0.577 -0.56
C 9.232 1.195 -0.869 -0.55
C 8.807 -0.288 -0.858 -0.77
C 6.342 0.655 0.647 0.30
C 4.914 0.492 1.160 -1.50
C 2.492 0.449 -0.675 -0.20
N 3.309 1.486 -1.216 1.05
O 4.443 1.216 -1.565 -0.59
O 2.797 2.585 -1.357 -0.68
C 1.146 0.517 -1.034 -0.43
H -0.300 3.102 -0.250 0.19
H -0.493 3.005 1.462 0.25
H -2.826 1.013 -1.107 0.47
H -1.308 1.693 -1.708 0.55
H -1.355 -0.767 -2.106 0.59
H -2.141 -0.874 0.708 0.29
H -3.287 -2.803 1.334 0.35
H -4.093 -3.762 0.061 0.47
H -4.126 -0.522 1.888 0.31
H -5.986 1.069 1.812 0.46
H -7.868 -1.258 -1.242 0.42
H -5.993 -2.856 -1.171 0.39
H 0.110 -2.427 0.175 0.40
H 2.421 -2.549 0.867 0.45
H 4.445 -2.730 0.412 0.57
H 4.972 -2.053 1.974 0.34
H 6.917 -2.738 0.583 0.37
H 6.340 -1.712 -0.735 0.23
H 7.161 -0.764 2.040 0.28
H 9.114 0.254 2.329 0.37
H 10.407 -0.418 1.324 0.45
H 10.704 1.798 0.638 0.36
H 9.050 2.259 1.024 0.26
H 8.398 1.833 -1.159 0.16
H 10.043 1.361 -1.576 0.43
H 7.957 -0.481 -1.508 0.28
H 9.642 -0.913 -1.191 0.50
H 6.799 1.515 1.136 0.31
H 6.310 0.832 -0.427 0.08
H 4.330 1.394 0.976 0.41
H 4.942 0.336 2.251 0.53
H 0.845 1.372 -1.619 0.70
```

Electronic energy (eV): -113163.2400
Highest occupied orbital energy (eV): -8.2
Energy above the lowest of the compared OMol25 structures with the same formula, charge and spin (kcal/mol): 4.2
Orbital gap (eV): 7.8
SMILES string: NC(=O)C[C@H](NC(=O)Cc1ccc(Br)cc1)c1ccc(N2CCC(N3CCCC3)CC2)c([N+](=O)[O-])c1

No. 3
A molecular structure, H48NaO24 in a non-equilibrium geometry. Source: the Open Molecules 2025 dataset; level of theory: ωB97M-V/def2-TZVPD.

The geometry in XYZ format:
```
73
Properties=species:S:1:pos:R:3:mulliken_charge:R:1
Na -0.416 0.061 0.265 0.42
O -1.976 2.010 -0.762 -0.53
H -2.835 1.967 -0.343 0.20
H -1.691 2.914 -0.631 0.40
O -4.068 -2.052 2.565 -0.64
H -4.513 -2.823 2.214 0.31
H -4.521 -1.867 3.387 0.23
O -1.347 -2.041 -0.820 -0.08
H -2.264 -2.024 -0.544 0.05
H -1.151 -2.970 -0.944 0.34
O -1.618 2.539 -3.745 -0.63
H -1.877 2.188 -2.892 0.37
H -0.662 2.486 -3.746 0.29
O 0.936 0.550 -1.625 0.13
H 1.396 1.388 -1.680 0.14
H 1.332 0.013 -2.312 0.02
O 2.427 2.833 -2.353 -0.57
H 2.250 2.967 -3.284 0.27
H 2.786 3.668 -2.054 0.27
O -1.324 4.656 -0.105 -0.69
H -2.123 5.132 -0.334 0.31
H -1.435 4.429 0.818 0.41
O -2.550 0.360 1.805 -0.46
H -3.162 -0.367 1.922 0.26
H -2.306 0.615 2.694 0.32
O -1.916 3.598 2.479 -0.63
H -1.835 2.743 2.902 0.31
H -1.362 4.177 3.002 0.28
O -1.895 -3.668 2.101 -0.62
H -1.124 -3.254 2.488 0.31
H -2.621 -3.088 2.331 0.36
O 2.583 -0.979 -3.346 -0.56
H 3.027 -1.435 -2.631 0.35
H 2.889 -1.420 -4.139 0.27
O 1.299 -2.071 0.909 -0.43
H 1.241 -2.937 0.506 0.29
H 2.077 -2.118 1.466 0.35
O 4.086 0.540 1.109 -0.54
H 4.036 0.303 2.034 0.22
H 4.522 1.392 1.102 0.25
O -0.585 -4.560 -1.954 -0.73
H -0.920 -5.291 -2.474 0.27
H -0.584 -3.817 -2.557 0.33
O 3.561 -1.637 -0.846 -0.66
H 3.802 -0.777 -0.500 0.24
H 2.966 -2.001 -0.192 0.29
O 1.935 -4.160 -0.731 -0.65
H 2.718 -4.146 -1.281 0.28
H 1.241 -4.477 -1.309 0.34
O 1.255 1.545 1.572 -0.58
H 1.930 0.931 1.282 0.30
H 1.460 2.360 1.114 0.41
O -4.122 -1.595 -0.671 -0.51
H -4.534 -0.785 -0.973 0.23
H -4.832 -2.237 -0.664 0.23
O -0.280 -1.969 -3.836 -0.66
H 0.443 -1.893 -4.459 0.22
H 0.064 -1.598 -3.023 0.36
O -1.915 1.487 4.237 -0.59
H -1.169 1.131 4.720 0.26
H -2.499 1.828 4.915 0.26
O -2.675 -0.680 -4.463 -0.64
H -1.939 -1.182 -4.114 0.39
H -2.270 -0.022 -5.028 0.28
O 2.572 2.193 3.922 -0.64
H 2.061 2.947 4.217 0.28
H 2.074 1.839 3.186 0.42
O 1.433 4.134 0.924 -0.59
H 0.747 4.665 0.518 0.28
H 1.863 4.728 1.539 0.25
O 3.625 -1.957 2.284 -0.62
H 3.795 -1.268 2.927 0.26
H 4.483 -2.151 1.907 0.30
```

Electronic energy (eV): -54335.9061
Highest occupied orbital energy (eV): -12.0
Energy above the lowest of the compared OMol25 structures with the same formula, charge and spin (kcal/mol): 0.0
Orbital gap (eV): 9.4
Total charge: +1

No. 4
2 unconnected molecules or ions with the total composition C30H37NO4 in a non-equilibrium geometry. Source: the Open Molecules 2025 dataset; level of theory: ωB97M-V/def2-TZVPD.

The geometry in XYZ format:
```
72
Properties=species:S:1:pos:R:3:mulliken_charge:R:1
C -3.789 -1.205 -0.907 -0.83
C -3.614 -0.831 0.539 -0.28
O -2.337 -1.363 0.929 -0.16
C -2.045 -1.004 2.189 0.70
C -0.753 -1.398 2.750 -0.97
C -0.657 -1.266 4.249 0.51
C -0.765 0.229 4.617 -0.79
C -0.551 0.481 6.103 -0.80
C -1.541 -0.302 6.958 -0.53
C -1.533 -1.784 6.609 -0.74
C -1.711 -2.042 5.110 -0.72
C -0.059 -2.546 2.198 0.15
O 0.745 -3.181 2.892 -0.75
O -0.353 -2.896 0.928 -0.13
C 0.487 -3.985 0.515 -0.26
C 0.180 -4.215 -0.937 -1.07
O -2.885 -0.391 2.869 -0.78
H -4.732 -0.805 -1.304 0.45
H -2.961 -0.807 -1.507 -0.08
H -3.794 -2.296 -1.026 0.30
H -3.601 0.261 0.661 0.29
H -4.435 -1.236 1.153 0.24
H 0.335 -1.670 4.490 0.73
H -0.037 0.781 4.001 0.38
H -1.779 0.522 4.312 0.18
H 0.476 0.189 6.359 0.33
H -0.640 1.557 6.279 0.35
H -1.310 -0.157 8.018 0.30
H -2.549 0.099 6.795 0.31
H -0.589 -2.235 6.942 0.34
H -2.325 -2.295 7.165 0.35
H -2.708 -1.711 4.789 0.27
H -1.633 -3.114 4.888 0.28
H 1.536 -3.695 0.646 0.30
H 0.302 -4.893 1.107 0.28
H 0.784 -5.039 -1.327 0.42
H -0.879 -4.464 -1.080 0.27
H 0.401 -3.315 -1.525 0.16
C 4.710 -0.049 -5.082 -1.48
C 3.286 -0.069 -4.732 0.24
N 2.421 -0.907 -5.359 0.10
C 1.107 -0.689 -4.912 -0.58
C 1.159 0.363 -3.975 1.26
C -0.001 0.756 -3.307 -0.28
C -1.196 0.065 -3.571 -0.92
C -1.214 -1.041 -4.445 -0.61
C -0.045 -1.448 -5.127 -0.86
C 2.553 0.732 -3.813 0.74
C 3.029 1.652 -2.873 -0.90
C 2.377 2.819 -2.407 1.11
C 1.341 3.517 -3.113 -0.53
C 0.679 4.588 -2.512 -0.43
C 1.021 5.011 -1.227 0.97
C 0.171 5.999 -0.501 -1.40
C 2.170 4.474 -0.620 -0.71
C 2.861 3.447 -1.231 -0.94
H 5.176 0.842 -4.654 0.36
H 5.201 -0.942 -4.676 0.34
H 4.874 -0.054 -6.168 0.41
H 2.715 -1.618 -6.015 0.24
H 0.059 1.578 -2.598 0.45
H -2.117 0.399 -3.082 0.52
H -2.149 -1.587 -4.592 0.41
H -0.011 -2.311 -5.791 0.42
H 4.065 1.513 -2.534 0.42
H 1.103 3.227 -4.130 0.50
H -0.153 5.070 -3.029 0.42
H 0.621 6.221 0.472 0.36
H 0.063 6.935 -1.066 0.35
H -0.835 5.589 -0.328 0.33
H 2.473 4.856 0.359 0.31
H 3.808 3.086 -0.803 0.35
```

Electronic energy (eV): -41387.5647
Highest occupied orbital energy (eV): -4.8
Energy above the lowest of the compared OMol25 structures with the same formula, charge and spin (kcal/mol): 41.7
Orbital gap (eV): 1.4

What is the energy above the lowest of the compared OMol25 structures with the same formula, charge and spin in the third record? 0.0 kcal/mol

What is the formula in the third record? H48NaO24